{"formula": "C16H37FN4O6P2S", "method": "wB97M-V/def2-TZVPD", "molar_mass_g_mol": 494.5, "gap_ha": 0.2130, "total_charge": 0, "relative_energy_kj_mol": 98.6, "spin_multiplicity": 1, "lumo_energy_ev": -0.8, "fmax_ev_per_a": 2.6, "energy_ev": -67565.4307, "elements": ["C", "C", "S", "C", "C", "C", "O", "O", "N", "F", "P", "N", "O", "O", "P", "N", "O", "O", "H", "H", "H", "H", "H", "H", "H", "H", "H", "H", "H", "H", "H", "C", "C", "C", "C", "N", "C", "C", "C", "C", "C", "C", "C", "H", "H", "H", "H", "H", "H", "H", "H", "H", "H", "H", "H", "H", "H", "H", "H", "H", "H", "H", "H", "H", "H", "H", "H"], "xyz": [[-1.73987, -2.94220, 2.97192], [-2.48941, -1.95008, 2.04113], [-1.43615, -1.63605, 0.59533], [-2.43327, -1.67424, -0.92295], [-2.79305, -3.07103, -1.48138], [-1.65641, -4.15780, -1.39930], [-2.07085, -5.31749, -1.53981], [-0.46345, -3.80762, -1.26300], [-3.26691, -2.89233, -2.87521], [-4.14253, -1.78435, -2.96728], [-2.06613, -2.88559, -4.06833], [-1.68349, -4.29314, -4.55014], [-2.70320, -2.03127, -5.27418], [-0.76830, -2.05883, -3.56199], [-4.25627, -3.77087, -0.55383], [-3.89755, -4.66354, 0.67712], [-5.08621, -4.61667, -1.63275], [-5.21033, -2.53413, -0.05267], [-0.87357, -3.32536, 2.43534], [-2.35559, -3.78893, 3.25698], [-1.34025, -2.39245, 3.82364], [-2.63110, -1.04166, 2.63022], [-3.46749, -2.31349, 1.76047], [-1.89695, -1.07501, -1.65118], [-3.34043, -1.11048, -0.71214], [-0.69900, -4.48132, -4.42671], [-1.99369, -1.45109, -5.57134], [-0.00838, -2.64564, -3.51267], [-4.29897, -4.30749, 1.53657], [-5.95862, -4.76602, -1.25397], [-5.67078, -2.78731, 0.75018], [-0.74928, 2.33241, 1.42777], [0.41717, 1.36400, 1.25186], [1.58116, 1.61553, 2.20147], [2.43593, 2.85483, 2.02685], [3.11258, 3.08787, 0.69688], [2.20019, 3.67637, -0.35490], [1.97247, 5.11400, 0.07335], [3.29548, 5.54764, 0.71085], [4.08621, 4.25740, 0.92185], [3.95414, 1.92896, 0.19473], [3.25267, 0.77428, -0.54136], [3.11527, -0.54986, 0.22364], [-0.42985, 3.37971, 1.39475], [-1.47942, 2.18079, 0.63333], [-1.25635, 2.15572, 2.37676], [0.74079, 1.36488, 0.21165], [0.05590, 0.35457, 1.42817], [2.23799, 0.74534, 2.23025], [1.17465, 1.66849, 3.21682], [3.24542, 2.79227, 2.75418], [1.86882, 3.75379, 2.26629], [2.73509, 3.62341, -1.30308], [1.27709, 3.11257, -0.42236], [1.16702, 5.17603, 0.80428], [1.68126, 5.74656, -0.76184], [3.13254, 6.07597, 1.64859], [3.84893, 6.22419, 0.06274], [4.53639, 4.16075, 1.90484], [4.86527, 4.18062, 0.16923], [4.55838, 1.58818, 1.03533], [4.62941, 2.37430, -0.53262], [3.89907, 0.55320, -1.39323], [2.30465, 1.07157, -0.98566], [3.89016, -0.66472, 0.98350], [3.19879, -1.39088, -0.46218], [2.14220, -0.65723, 0.69923]]}

***

{"formula": "C16H38Br10O8P2", "method": "wB97M-V/def2-TZVPD", "molar_mass_g_mol": 1219.5, "gap_ha": 0.3706, "total_charge": 0, "relative_energy_kj_mol": 0.0, "spin_multiplicity": 1, "lumo_energy_ev": 0.3, "fmax_ev_per_a": 3.2, "energy_ev": -752595.3268, "smiles": "COP(=O)(OC)OC.COP(=O)(OC)OC.BrCCBr.BrCCBr.BrCCBr.BrCCBr.BrCCBr", "elements": ["C", "O", "P", "O", "O", "C", "O", "C", "H", "H", "H", "H", "H", "H", "H", "H", "H", "C", "O", "P", "O", "O", "C", "O", "C", "H", "H", "H", "H", "H", "H", "H", "H", "H", "Br", "C", "C", "Br", "H", "H", "H", "H", "Br", "C", "C", "Br", "H", "H", "H", "H", "Br", "C", "C", "Br", "H", "H", "H", "H", "Br", "C", "C", "Br", "H", "H", "H", "H", "Br", "C", "C", "Br", "H", "H", "H", "H"], "xyz": [[-5.41102, -0.70592, -1.91020], [-4.43473, -0.56796, -0.87912], [-4.84945, -0.36264, 0.62574], [-5.72395, 0.78927, 0.84511], [-5.56264, -1.71944, 1.09434], [-4.71964, -2.93516, 1.11311], [-3.42610, -0.33557, 1.35117], [-3.14107, 0.84005, 2.04903], [-4.85492, -0.97864, -2.85010], [-5.98677, 0.19890, -2.09221], [-6.18119, -1.49057, -1.73103], [-3.60948, -2.70012, 1.10128], [-4.92300, -3.47883, 0.16966], [-4.96669, -3.46907, 2.00996], [-2.53579, 1.51843, 1.41492], [-2.47682, 0.69608, 2.89887], [-3.97362, 1.40601, 2.37811], [0.83605, 4.13322, 2.30799], [-0.36247, 3.46116, 2.79950], [-0.44532, 2.89724, 4.26348], [-1.67406, 2.12713, 4.44526], [0.95199, 2.18307, 4.26026], [1.37586, 1.66978, 5.58110], [-0.27972, 4.12276, 5.23524], [-1.26051, 4.49454, 6.26876], [0.71533, 4.32344, 1.23310], [1.73983, 3.51242, 2.38807], [0.87065, 5.16583, 2.72645], [1.35934, 2.52786, 6.28234], [2.39111, 1.36461, 5.36737], [0.70590, 0.90462, 5.89899], [-2.29101, 4.02108, 6.14324], [-1.30862, 5.56574, 6.13326], [-0.89779, 4.13491, 7.26544], [-1.86995, -0.15124, -3.11645], [-0.69715, -1.05948, -1.78120], [-0.72965, -0.19496, -0.50205], [0.21062, -1.14118, 0.83655], [0.32985, -1.08825, -2.28679], [-1.15346, -2.06678, -1.67726], [-1.65924, 0.06386, -0.06713], [-0.08909, 0.71671, -0.70644], [6.51509, 2.44734, -1.77117], [5.17524, 1.53003, -2.96977], [4.98054, 0.13537, -2.48664], [3.25778, -0.39187, -3.12901], [5.61042, 1.60598, -3.95610], [4.37117, 2.22956, -2.84912], [4.90501, -0.07745, -1.37559], [5.76056, -0.50978, -2.96992], [-2.72946, -3.59793, -3.55581], [-2.29914, -2.99197, -5.39854], [-0.85751, -3.46666, -5.65898], [0.56466, -2.24331, -5.20657], [-2.42504, -1.91740, -5.48757], [-3.04500, -3.56416, -5.95414], [-0.75498, -3.59440, -6.77989], [-0.80702, -4.38712, -5.14255], [0.81302, -4.39492, -1.81456], [2.71855, -3.90860, -1.55590], [3.27523, -4.17659, -2.90265], [5.20095, -3.68854, -2.82985], [3.07588, -4.58900, -0.79477], [2.77078, -2.88953, -1.21103], [2.82580, -3.48282, -3.64042], [3.27358, -5.18934, -3.22970], [2.62900, 3.08451, -0.78484], [3.76720, 2.19133, 0.47793], [3.14018, 0.95519, 1.06917], [4.48513, -0.02400, 2.02255], [4.00454, 2.95994, 1.20087], [4.73694, 2.02052, -0.03376], [2.81907, 0.30715, 0.20573], [2.25018, 1.22557, 1.62484]]}